1.
A cluster of 3 separate species, C27H43N3O5 in total, computed with wB97M-V/def2-TZVPD.

Calculated values
SMILES string = CC(=O)N(C)CCCCC1=C(c2ccccn2)C(=O)C(CN)=CC1=O.CCOCC.CCOCC
HOMO = -0.3377 Eh
strongest force on any atom = 0.018 Eh/bohr
calculated total energy = -43401.795 eV

Last column: Löwdin charge in e.
Positions of all 78 atoms, in Å:
1 C 1.4878 2.4388 2.3759  0.0157
2 C 1.0963 1.2453 1.5364  -0.4839
3 O 1.3014 0.1409 1.9376  0.1208
4 N 0.5464 1.4392 0.2273  -0.1257
5 C 1.5870 1.8315 -0.7235  -0.0706
6 C -0.6280 2.3249 0.1913  -0.1877
7 C -1.9134 1.5547 -0.1091  -0.1602
8 C -2.5684 0.9492 1.1502  -0.1554
9 C -4.0098 1.3918 1.4316  -0.1171
10 C -4.2218 2.8591 1.2226  -0.0957
11 C -5.1153 3.3949 0.3833  -0.0304
12 C -6.0643 2.6096 -0.4525  -0.2436
13 C -5.5705 1.7903 -1.4721  -0.0067
14 C -6.4853 1.0743 -2.2446  -0.0503
15 C -7.8378 1.2322 -1.9503  -0.0657
16 C -8.2321 2.0757 -0.9186  -0.1160
17 N -7.3597 2.7600 -0.1686  0.1398
18 C -5.2233 4.8841 0.2740  -0.2914
19 O -6.1573 5.4094 -0.2650  0.1561
20 C -4.1060 5.6952 0.8269  -0.1228
21 C -3.9796 7.1473 0.4480  -0.2079
22 N -4.1653 7.3842 -0.9986  0.0110
23 C -3.2393 5.1440 1.6712  0.0650
24 C -3.3842 3.7430 2.0798  -0.3462
25 O -2.8493 3.3111 3.0682  0.1234
26 H 1.7429 2.0703 3.3600  0.0855
27 H 2.3380 2.9327 1.9147  0.0869
28 H 0.6770 3.1512 2.4865  0.0688
29 H 1.2424 1.5996 -1.7263  0.0862
30 H 2.5105 1.2980 -0.5256  0.0923
31 H 1.8059 2.9051 -0.6903  0.0841
32 H -0.4818 3.0524 -0.6078  0.1160
33 H -0.7415 2.8881 1.1144  0.0953
34 H -1.6542 0.7620 -0.8051  0.1123
35 H -2.5728 2.2353 -0.6464  0.0905
36 H -2.4996 -0.1312 1.0932  0.1148
37 H -1.9709 1.2558 2.0026  0.0965
38 H -4.1957 1.2035 2.4896  0.1285
39 H -4.7475 0.8150 0.8876  0.1122
40 H -4.5135 1.7049 -1.6579  0.1030
41 H -6.1587 0.4206 -3.0370  0.1046
42 H -8.5868 0.6992 -2.5181  0.0990
43 H -9.2779 2.2098 -0.6900  0.1047
44 H -4.7731 7.6811 0.9710  0.1218
45 H -3.0151 7.5018 0.7993  0.1086
46 H -3.5051 8.0902 -1.3015  0.0644
47 H -3.9217 6.5558 -1.5276  0.0644
48 H -2.4223 5.6946 2.1129  0.1283
49 C 1.8400 -2.8894 2.5164  -0.0914
50 C 2.4964 -4.1904 2.9452  -0.2807
51 O 2.8873 -5.0223 1.8662  -0.1597
52 C 3.8314 -4.4623 0.9731  -0.2813
53 C 5.1595 -4.1036 1.6169  -0.0755
54 H 1.0121 -3.0853 1.8339  0.0847
55 H 1.4578 -2.3524 3.3835  0.0749
56 H 2.5377 -2.2271 2.0071  0.0543
57 H 1.7894 -4.7868 3.5231  0.1157
58 H 3.3508 -3.9906 3.6028  0.1063
59 H 3.4047 -3.5927 0.4596  0.1084
60 H 3.9986 -5.2253 0.2115  0.1055
61 H 5.0589 -3.2798 2.3257  0.0660
62 H 5.8739 -3.8011 0.8504  0.0697
63 H 5.5649 -4.9607 2.1567  0.0822
64 C 6.8642 -7.2237 -2.7726  -0.0782
65 C 6.0646 -6.3071 -1.8619  -0.2910
66 O 6.5324 -4.9708 -1.8360  -0.1700
67 C 6.4957 -4.2807 -3.0705  -0.2813
68 C 5.0995 -4.1349 -3.6527  -0.0777
69 H 7.9264 -7.1679 -2.5316  0.0828
70 H 6.5305 -8.2544 -2.6513  0.0770
71 H 6.7455 -6.9592 -3.8245  0.0663
72 H 6.1435 -6.6588 -0.8328  0.1174
73 H 5.0005 -6.3346 -2.1233  0.1064
74 H 7.1679 -4.7531 -3.7959  0.1072
75 H 6.9062 -3.2932 -2.8586  0.1174
76 H 4.6830 -5.0954 -3.9598  0.0669
77 H 5.1258 -3.4902 -4.5316  0.0757
78 H 4.4232 -3.6978 -2.9166  0.0786

Atomic forces in eV per Å
-0.37 -0.10 0.06
-0.07 0.33 -0.06
0.19 -0.82 0.19
-0.03 0.47 0.33
-0.22 0.13 0.01
0.03 -0.22 -0.67
0.07 -0.08 0.16
0.27 0.30 -0.39
-0.07 -0.03 0.43
-0.19 -0.48 -0.23
0.04 0.18 0.14
0.16 -0.08 -0.06
-0.77 -0.18 -0.18
-0.18 0.56 0.70
0.08 -0.12 -0.15
0.78 0.04 -0.02
-0.11 -0.34 -0.31
0.13 -0.41 0.17
-0.48 0.37 -0.34
0.66 0.60 0.03
-0.67 -0.25 -0.48
0.42 -0.02 0.11
-0.07 -0.07 -0.09
-0.38 0.19 -0.54
0.54 -0.25 0.70
0.23 0.02 0.13
0.12 0.15 -0.03
-0.01 0.19 -0.08
0.08 -0.09 -0.18
0.05 -0.24 -0.02
0.04 0.11 0.07
0.12 0.14 -0.03
-0.02 0.08 0.15
0.01 -0.07 -0.18
-0.28 0.04 0.10
-0.18 -0.19 0.13
0.10 -0.08 0.22
-0.06 -0.09 0.10
-0.03 -0.05 -0.27
0.19 0.06 0.05
0.04 -0.07 -0.10
-0.05 -0.01 -0.03
-0.13 0.03 0.09
0.01 0.19 0.13
0.11 0.08 0.19
-0.09 0.09 0.00
-0.08 -0.07 -0.02
0.06 0.12 0.12
0.12 -0.13 -0.09
-0.09 0.08 0.09
-0.02 -0.12 -0.01
0.09 0.01 -0.11
-0.04 0.08 0.11
-0.03 0.01 0.03
-0.01 0.01 0.01
0.00 0.06 0.04
0.01 -0.06 -0.04
0.01 0.03 -0.02
0.03 0.03 0.03
-0.06 -0.04 0.02
0.01 0.02 -0.03
-0.01 -0.05 -0.03
0.01 -0.02 -0.03
0.02 0.10 -0.10
-0.04 -0.10 0.03
0.04 0.05 0.13
-0.02 0.07 -0.10
-0.04 -0.12 0.04
0.00 -0.03 0.04
0.00 -0.01 0.02
-0.03 -0.03 0.00
0.02 0.07 0.03
0.01 -0.02 -0.04
-0.03 -0.02 -0.02
0.02 -0.02 0.06
0.01 0.01 -0.04
0.01 0.02 0.00
0.01 0.04 0.00

---

2.
A cluster of 2 separate species, C3H6FN in total, computed with wB97M-V/def2-TZVPD.

Calculated values
HOMO = -0.3556 Eh
strongest force on any atom = 0.095 Eh/bohr
calculated total energy = -7413.808 eV

Last column: Löwdin charge in e.
Positions of all 11 atoms, in Å:
1 C -1.7940 0.6350 -0.3260  0.0317
2 C -0.8028 -0.1685 0.0234  -0.1577
3 C 0.5803 0.2792 0.2683  -0.5017
4 N 1.5624 -0.4840 -0.3693  0.0555
5 F 0.7327 1.6451 0.0932  -0.0367
6 H -2.7796 0.2558 -0.5313  0.0561
7 H -1.6572 1.6990 -0.4225  0.0602
8 H -0.9364 -1.2357 0.1109  0.1019
9 H 0.9331 0.1567 1.7831  0.2165
10 H 2.4994 -0.1499 -0.1750  0.0833
11 H 1.4200 -0.5342 -1.3729  0.0910

Atomic forces in eV per Å
0.04 0.04 0.01
0.01 0.02 -0.11
1.48 -0.06 4.64
0.17 -0.02 -0.33
-0.17 0.02 -0.27
-0.16 -0.16 0.01
0.12 0.16 0.01
-0.07 -0.13 0.05
-1.19 0.19 -4.08
-0.18 -0.06 0.04
-0.05 0.00 0.03

---

Question: Look up the strongest force on any atom of the second one.
Answer: 0.095 Eh/bohr

---

Please write out number 2 again, unchanged.
A cluster of 2 separate species, C3H6FN in total, computed with wB97M-V/def2-TZVPD.

Calculated values
HOMO = -0.3556 Eh
strongest force on any atom = 0.095 Eh/bohr
calculated total energy = -7413.808 eV

Last column: Löwdin charge in e.
Positions of all 11 atoms, in Å:
1 C -1.7940 0.6350 -0.3260  0.0317
2 C -0.8028 -0.1685 0.0234  -0.1577
3 C 0.5803 0.2792 0.2683  -0.5017
4 N 1.5624 -0.4840 -0.3693  0.0555
5 F 0.7327 1.6451 0.0932  -0.0367
6 H -2.7796 0.2558 -0.5313  0.0561
7 H -1.6572 1.6990 -0.4225  0.0602
8 H -0.9364 -1.2357 0.1109  0.1019
9 H 0.9331 0.1567 1.7831  0.2165
10 H 2.4994 -0.1499 -0.1750  0.0833
11 H 1.4200 -0.5342 -1.3729  0.0910

Atomic forces in eV per Å
0.04 0.04 0.01
0.01 0.02 -0.11
1.48 -0.06 4.64
0.17 -0.02 -0.33
-0.17 0.02 -0.27
-0.16 -0.16 0.01
0.12 0.16 0.01
-0.07 -0.13 0.05
-1.19 0.19 -4.08
-0.18 -0.06 0.04
-0.05 0.00 0.03

---

Please write out number 2 again, unchanged.
A cluster of 2 separate species, C3H6FN in total, computed with wB97M-V/def2-TZVPD.

Calculated values
HOMO = -0.3556 Eh
strongest force on any atom = 0.095 Eh/bohr
calculated total energy = -7413.808 eV

Last column: Löwdin charge in e.
Positions of all 11 atoms, in Å:
1 C -1.7940 0.6350 -0.3260  0.0317
2 C -0.8028 -0.1685 0.0234  -0.1577
3 C 0.5803 0.2792 0.2683  -0.5017
4 N 1.5624 -0.4840 -0.3693  0.0555
5 F 0.7327 1.6451 0.0932  -0.0367
6 H -2.7796 0.2558 -0.5313  0.0561
7 H -1.6572 1.6990 -0.4225  0.0602
8 H -0.9364 -1.2357 0.1109  0.1019
9 H 0.9331 0.1567 1.7831  0.2165
10 H 2.4994 -0.1499 -0.1750  0.0833
11 H 1.4200 -0.5342 -1.3729  0.0910

Atomic forces in eV per Å
0.04 0.04 0.01
0.01 0.02 -0.11
1.48 -0.06 4.64
0.17 -0.02 -0.33
-0.17 0.02 -0.27
-0.16 -0.16 0.01
0.12 0.16 0.01
-0.07 -0.13 0.05
-1.19 0.19 -4.08
-0.18 -0.06 0.04
-0.05 0.00 0.03